Formula: C8H24GaN5SbSe4
Source: the Open Molecules 2025 dataset
Level of theory: ωB97M-V with the def2-TZVPD basis set

Geometry as XYZ:
```
43
Properties=species:S:1:pos:R:3:nbo_charge:R:1
Ga -0.4689 1.3114 -0.0962 1.35
Se 2.8843 3.8419 4.4291 -0.55
Sb 1.8671 2.1485 2.6964 0.89
Se 3.3648 0.6152 1.4471 -0.82
Se 0.1728 3.3590 1.3147 -0.57
Se 0.8170 0.6303 4.4947 -0.77
N 1.3540 1.6462 -1.2596 -0.95
C 1.3399 2.8796 -2.0225 -0.26
C -0.0836 3.2141 -2.5511 -0.24
N -1.2278 2.7527 -1.6691 -0.88
H 2.0770 1.6947 -0.5060 0.49
H 1.5473 0.8300 -1.8109 0.37
H 2.0148 2.7991 -2.8827 0.23
H 1.7208 3.7316 -1.3961 0.26
H -0.2102 2.7451 -3.5707 0.20
H -0.1190 4.2853 -2.7578 0.24
H -1.9986 2.4369 -2.2880 0.40
H -1.5520 3.5829 -1.1754 0.43
N 1.7605 -2.3160 0.7499 -0.75
C 0.3196 -2.8971 0.7513 -0.05
C -0.5943 -2.3740 1.8668 -0.49
C -1.7106 -1.3670 1.4960 -0.05
N -1.2918 0.1199 1.6137 -0.95
C -2.2818 -1.5871 0.0896 -0.42
C -1.2436 -1.7384 -1.0353 -0.05
N -0.5338 -0.5011 -1.4321 -0.88
C -0.1726 -2.8839 -0.7484 -0.43
H 2.2025 -2.5120 1.6476 0.46
H 1.8763 -1.2815 0.6854 0.45
H 2.3936 -2.7347 0.0622 0.43
H 0.4830 -3.9633 1.0313 0.24
H 0.0100 -1.9372 2.6944 0.30
H -1.1305 -3.2012 2.3478 0.26
H -2.6021 -1.4766 2.1158 0.24
H -0.5768 0.2351 2.3321 0.46
H -2.0966 0.6774 1.9310 0.43
H -2.8772 -0.6858 -0.2034 0.22
H -2.9099 -2.5031 0.0062 0.25
H -1.8314 -2.1291 -1.8921 0.22
H -1.0649 -0.0911 -2.1992 0.41
H 0.3757 -0.7447 -1.8693 0.40
H 0.6204 -2.7379 -1.4874 0.21
H -0.6235 -3.8745 -0.9499 0.26
```

The value obtained for the LUMO energy is -4.360 eV. Its total charge is +1. The HOMO-LUMO gap is 3.87 eV. The calculation puts the total energy at -336428.50256 eV.

=====

Formula: C10H23N4O
Source: the Open Molecules 2025 dataset
Level of theory: ωB97M-V with the def2-TZVPD basis set

Geometry as XYZ:
```
38
Properties=species:S:1:pos:R:3:nbo_charge:R:1
C -2.0635 -0.7205 -0.6356 0.69
C -0.9562 3.0334 0.3411 -0.43
C -2.3527 2.4726 0.2895 -0.23
C -0.0312 2.0871 -0.4386 -0.25
C -3.4796 -1.1835 -0.5780 -0.68
C 1.9234 -1.4239 2.4126 -0.62
C 2.0016 -0.1501 -1.8539 -0.45
C 1.5443 -2.3030 -0.8613 -0.42
C 0.5929 -1.0157 1.5733 -0.41
C 0.9918 -0.0814 0.4763 0.11
N -2.4326 1.1578 0.9813 -0.35
N -1.8407 0.2969 0.2085 -0.12
N 0.0036 0.9203 0.3507 -0.40
N 1.2568 -0.8813 -0.8661 -0.46
O -1.2133 -1.0240 -1.4160 -0.64
H -1.1192 4.0402 -0.0154 0.24
H -0.5576 2.8476 1.3291 0.22
H -2.9882 3.2348 0.7486 0.22
H -2.7873 2.3276 -0.7379 0.21
H -0.2487 1.9097 -1.4587 0.20
H 1.0556 2.6793 -0.5742 0.21
H -3.7710 -2.0573 -1.1344 0.26
H -4.0332 -0.2973 -0.9750 0.25
H -3.7483 -1.3068 0.3726 0.24
H 2.5266 -0.5693 2.7895 0.22
H 1.4154 -1.9269 3.2849 0.24
H 2.6147 -2.0414 1.8379 0.21
H 1.6129 0.9217 -1.6330 0.23
H 3.1536 0.0172 -1.8498 0.26
H 1.6160 -0.3892 -2.9022 0.24
H 2.5829 -2.5387 -0.4717 0.23
H 0.8378 -2.8486 -0.1601 0.23
H 1.3749 -2.5885 -1.9114 0.23
H 0.0537 -1.8554 1.2400 0.21
H -0.1202 -0.5361 2.1460 0.23
H 1.8909 0.3353 0.9178 0.24
H -2.0345 1.2537 1.9631 0.38
H 0.2628 -0.9177 -1.1954 0.48
```

The value obtained for the LUMO energy is -3.461 eV. Its total charge is +1. The HOMO-LUMO gap is 9.02 eV. The calculation puts the total energy at -18739.17577 eV.

=====

Formula: C2HCl2O2
Source: the Open Molecules 2025 dataset
Level of theory: ωB97M-V with the def2-TZVPD basis set

Geometry as XYZ:
```
7
Properties=species:S:1:pos:R:3:nbo_charge:R:1
C -1.2828 -0.3735 1.7076 1.03
C 1.1614 0.2779 -1.7808 -0.56
O -1.8358 -0.7391 0.7551 -0.51
O -0.7467 0.0598 2.6301 -0.53
Cl -0.1368 1.4637 -1.1950 -0.27
Cl 2.2412 -0.1142 -0.3297 -0.27
H 0.5994 -0.5746 -1.7873 0.10
```

The value obtained for the LUMO energy is 3.276 eV. Its total charge is -1. The HOMO-LUMO gap is 5.74 eV. The calculation puts the total energy at -31230.43734 eV.

=====

HOMO level per entry: -8.231; -12.476; -2.465 eV